A structure of composition C3H6O3Sn at a distorted geometry, computed with ωB97M-V/def2-TZVPD.

CARTESIAN COORDINATES (ANGSTROEM)
H (0.782, -1.916, -1.068)
O (0.256, -0.073, 1.115)
C (0.320, 0.423, -0.007)
O (-0.768, 0.898, -0.554)
Sn (-0.324, -1.717, 2.077)
O (1.189, 0.063, -0.906)
C (1.662, -1.289, -0.907)
H (2.105, -1.548, 0.063)
H (2.391, -1.424, -1.714)
C (-1.714, 1.546, 0.309)
H (-2.193, 0.719, 0.838)
H (-1.275, 2.215, 1.056)
H (-2.430, 2.103, -0.304)

Its spin multiplicity is 2. As for the net charge: +1. Its relative energy (zero: lowest compared OMol25 entry of this formula, charge and spin) is 0.0 kJ/mol. The calculation puts the HOMO energy (spin up / spin down) at -11.37 / -16.26 eV.

Partial charges, Löwdin, in e: 0.101 -0.328 -0.587 0.066 1.134 0.058 0.000 0.091 0.124 0.014 0.088 0.118 0.120

A cluster of 3 separate species, C21H43BrN3O2 in total at a distorted geometry, computed with ωB97M-V/def2-TZVPD.

CARTESIAN COORDINATES (ANGSTROEM)
C (1.868, -2.970, -2.711)
C (0.578, -3.545, -3.557)
C (-0.506, -2.348, -3.991)
C (-1.746, -2.241, -2.923)
C (-1.075, -1.828, -1.448)
N (-2.806, -1.210, -3.289)
C (-2.480, 0.286, -3.096)
C (-3.567, 1.501, -3.426)
C (-5.081, 1.134, -4.031)
C (-5.370, -0.497, -4.217)
C (-4.194, -1.611, -3.805)
C (-4.665, -3.203, -4.006)
C (-5.536, -3.585, -2.631)
C (-7.076, -3.009, -2.665)
Br (-4.676, -2.840, -0.949)
H (2.830, -2.795, -3.366)
H (1.649, -1.957, -2.148)
H (2.160, -3.764, -1.875)
H (0.057, -4.392, -2.925)
H (1.022, -4.073, -4.521)
H (0.111, -1.365, -4.139)
H (-0.906, -2.685, -5.059)
H (-2.165, -3.328, -2.773)
H (-0.286, -0.984, -1.704)
H (-0.510, -2.762, -0.995)
H (-1.945, -1.426, -0.775)
H (-1.435, 0.653, -2.672)
H (-3.343, 2.650, -3.251)
H (-5.891, 1.940, -4.294)
H (-6.429, -0.860, -4.611)
H (-5.373, -3.337, -4.938)
H (-3.753, -3.925, -4.155)
H (-5.585, -4.750, -2.462)
H (-7.018, -1.849, -2.406)
H (-7.705, -3.503, -1.810)
H (-7.581, -3.078, -3.721)
C (0.953, 0.990, 3.585)
C (2.007, 0.418, 2.641)
C (1.410, -0.234, 1.372)
O (0.833, -1.525, 1.589)
C (-0.483, -1.497, 2.119)
N (2.854, -0.528, 3.383)
H (0.442, 0.218, 4.167)
H (1.418, 1.672, 4.306)
H (0.195, 1.557, 3.033)
H (2.634, 1.256, 2.313)
H (2.230, -0.396, 0.660)
H (0.696, 0.431, 0.873)
H (-1.062, -0.646, 1.747)
H (-0.446, -1.486, 3.210)
H (-0.991, -2.418, 1.819)
H (3.618, -0.828, 2.776)
H (2.307, -1.381, 3.524)
C (4.527, 5.486, 5.284)
C (4.643, 3.983, 5.044)
C (5.531, 3.618, 3.833)
O (4.908, 3.822, 2.562)
C (4.940, 5.164, 2.102)
N (3.294, 3.413, 4.912)
H (3.849, 5.976, 4.580)
H (4.136, 5.682, 6.289)
H (5.505, 5.974, 5.209)
H (5.113, 3.551, 5.936)
H (5.745, 2.543, 3.885)
H (6.502, 4.126, 3.875)
H (5.856, 5.683, 2.401)
H (4.061, 5.703, 2.462)
H (4.890, 5.152, 1.010)
H (3.373, 2.396, 4.855)
H (2.939, 3.680, 3.990)

Its spin multiplicity is 1. As for the net charge: +1. The calculation puts the HOMO energy at -10.47 eV.

Partial charges, Löwdin, in e: -0.146 -0.233 -0.161 -0.330 -0.080 -0.029 0.067 0.018 0.033 0.037 -0.065 -0.144 -0.640 -0.176 0.653 0.086 0.059 0.093 0.111 0.119 0.122 0.122 0.134 0.078 0.114 0.066 0.139 0.111 0.112 0.115 0.135 0.118 0.112 0.072 0.097 0.092 -0.065 -0.426 -0.203 -0.207 -0.117 0.044 0.069 0.055 0.081 0.132 0.119 0.111 0.086 0.078 0.083 0.076 0.073 -0.074 -0.423 -0.196 -0.204 -0.110 0.037 0.063 0.078 0.080 0.137 0.121 0.118 0.092 0.073 0.086 0.058 0.067

A structure of composition C30H26F5N7O4STi at a distorted geometry, computed with ωB97M-V/def2-TZVPD.

CARTESIAN COORDINATES (ANGSTROEM)
Ti (-0.043, 0.096, -0.469)
C (-3.080, 3.074, -0.142)
C (-1.814, 2.573, -0.320)
N (-1.597, 1.265, -0.585)
C (-2.728, 0.497, -0.789)
C (-3.987, 1.038, -0.532)
N (-4.177, 2.296, -0.179)
C (-2.443, -0.765, -1.445)
C (-3.374, -1.673, -1.918)
C (-2.955, -2.718, -2.772)
C (-1.603, -2.824, -3.068)
C (-0.698, -1.881, -2.564)
N (-1.118, -0.899, -1.716)
C (0.625, -1.669, -3.074)
C (1.252, -2.458, -4.060)
N (2.348, -2.088, -4.669)
C (2.843, -0.881, -4.352)
C (2.294, -0.115, -3.338)
N (1.229, -0.516, -2.646)
C (-3.938, -3.521, -3.499)
C (-5.172, -2.963, -3.849)
C (-6.032, -3.689, -4.650)
N (-5.756, -4.898, -5.110)
C (-4.593, -5.436, -4.781)
C (-3.658, -4.802, -3.980)
H (-3.258, 4.121, 0.056)
H (-0.934, 3.205, -0.283)
H (-4.880, 0.431, -0.601)
H (-4.407, -1.584, -1.631)
H (-1.252, -3.585, -3.748)
H (0.853, -3.421, -4.345)
H (3.713, -0.573, -4.911)
H (2.731, 0.838, -3.057)
H (-5.433, -1.965, -3.538)
H (-6.993, -3.286, -4.939)
H (-4.411, -6.426, -5.182)
H (-2.728, -5.292, -3.733)
N (1.817, -0.809, 0.087)
C (2.918, 0.111, -0.193)
C (2.316, 1.530, -0.392)
O (3.008, 2.516, -0.277)
O (1.066, 1.516, -0.695)
H (1.708, -0.892, 1.097)
H (2.010, -1.745, -0.270)
H (3.413, -0.172, -1.126)
H (3.678, 0.138, 0.600)
C (-2.722, 0.441, 2.584)
O (-1.446, 0.826, 2.109)
C (-0.892, 1.863, 2.889)
C (0.491, 2.174, 2.314)
O (1.232, 0.997, 2.079)
C (1.862, 0.443, 3.227)
H (-3.457, 1.244, 2.442)
H (-2.673, 0.182, 3.650)
H (-3.018, -0.436, 2.014)
H (-0.826, 1.533, 3.938)
H (-1.528, 2.759, 2.846)
H (1.042, 2.853, 2.972)
H (0.381, 2.641, 1.333)
H (2.884, 0.169, 2.954)
H (1.325, -0.440, 3.584)
H (1.910, 1.168, 4.039)
F (-0.022, -4.168, 6.245)
C (-0.230, -3.682, 5.015)
C (0.847, -3.443, 4.166)
F (2.100, -3.692, 4.571)
C (0.626, -2.936, 2.898)
F (1.703, -2.758, 2.094)
C (-0.648, -2.596, 2.417)
S (-0.947, -1.996, 0.827)
C (-1.715, -2.879, 3.293)
F (-2.975, -2.636, 2.899)
C (-1.518, -3.402, 4.559)
F (-2.577, -3.628, 5.348)

Its spin multiplicity is 1. Its relative energy (zero: lowest compared OMol25 entry of this formula, charge and spin) is 152.6 kJ/mol. The calculation puts the HOMO energy (spin up / spin down) at -6.34 / -6.40 eV.

Partial charges, Löwdin, in e: 0.943 -0.126 -0.098 -0.043 -0.200 -0.083 0.072 -0.274 0.067 -0.146 0.066 -0.205 -0.105 -0.164 -0.069 0.083 -0.101 -0.104 0.101 -0.172 -0.010 -0.144 0.054 -0.144 -0.013 0.105 0.116 0.119 0.119 0.110 0.115 0.106 0.122 0.106 0.106 0.106 0.109 -0.072 -0.119 -0.624 0.093 -0.144 0.043 0.111 0.108 0.130 -0.097 -0.260 -0.184 -0.167 -0.233 -0.045 0.094 0.099 0.059 0.130 0.133 0.138 0.103 0.099 0.088 0.099 0.118 -0.132 -0.150 0.114 -0.236 0.053 -0.501 0.809 -0.233 0.073 -0.138 0.117

An isolated molecule of C4H8N2O at a distorted geometry, computed with ωB97M-V/def2-TZVPD.

CARTESIAN COORDINATES (ANGSTROEM)
C (0.484, -1.374, -0.284)
N (1.074, 1.777, 0.488)
N (-1.989, 1.094, -0.363)
C (-0.801, -1.058, -0.336)
C (-1.258, 0.148, 0.372)
C (1.674, -1.901, -0.209)
O (0.233, 0.672, 0.814)
H (1.270, 1.674, -0.512)
H (1.958, 1.464, 0.900)
H (-2.502, 1.750, 0.211)
H (-1.405, 1.533, -1.072)
H (-1.461, -1.528, -1.056)
H (-1.642, 0.000, 1.380)
H (1.806, -2.928, 0.112)
H (2.560, -1.323, -0.445)

Its spin multiplicity is 1. Its relative energy (zero: lowest compared OMol25 entry of this formula, charge and spin) is 604.1 kJ/mol. The calculation puts the HOMO energy at -8.17 eV.

Partial charges, Löwdin, in e: -0.095 0.006 0.081 -0.064 -0.303 0.004 -0.312 0.058 0.076 0.090 0.096 0.108 0.140 0.060 0.055

Number 1: E -557.604626 hartree. Number 2: E -3714.040556 hartree. Number 3: E -3590.064061 hartree. Number 4: E -341.773538 hartree.